DFT (ωB97M-V/def2-TZVPD) results for C37H32CoIOP2 as an isolated structure in a non-equilibrium geometry.

Output
Energy relative to the best compared isomer or geometry (same formula, charge and spin), kJ/mol: 316.61
Spin multiplicity: 5
Total energy, eV: -105221.3314
<S²>: 6.043
Kohn-Sham gap (alpha / beta), eV: 6.47 / 4.23
Charge: +2
HOMO (alpha / beta), eV: -12.719 / -14.363

Each line ends with the Mulliken charge.
Positions of all 74 atoms, in Å:
Co: 0.329 0.516 0.180  0.20
P: -1.178 0.273 1.774  2.15
C: 1.693 -0.033 1.015  0.29
O: 2.652 -0.392 1.579  -0.25
P: 1.077 0.047 -1.841  2.31
C: -0.417 0.992 3.302  0.40
C: -1.528 -1.430 2.363  0.06
C: -2.848 1.041 1.729  0.81
C: 0.762 1.192 -3.241  -0.03
C: 2.934 0.040 -1.824  0.13
C: 0.737 -1.614 -2.544  -0.19
C: -0.833 2.219 3.839  -0.53
C: -0.214 2.733 4.983  -0.67
C: 0.834 2.031 5.589  -0.61
C: 1.255 0.809 5.056  -1.06
C: 0.631 0.293 3.920  -0.02
H: -1.649 2.770 3.375  0.36
H: -0.556 3.679 5.402  0.45
H: 1.316 2.434 6.479  0.42
H: 2.064 0.249 5.533  0.45
H: 0.939 -0.678 3.525  0.53
C: -2.982 2.346 1.229  -0.13
C: -4.230 2.975 1.192  -0.74
C: -5.366 2.300 1.651  -0.60
C: -5.245 0.999 2.152  -0.71
C: -3.997 0.370 2.188  -0.60
H: -2.093 2.877 0.874  -0.24
H: -4.308 3.995 0.813  0.43
H: -6.342 2.786 1.622  0.40
H: -6.126 0.469 2.519  0.43
H: -3.911 -0.642 2.583  0.37
C: -1.762 -1.714 3.722  -0.01
C: -2.009 -3.028 4.134  -0.81
C: -2.043 -4.060 3.188  -0.58
C: -1.834 -3.780 1.834  -0.79
C: -1.600 -2.467 1.419  -0.68
H: -1.740 -0.916 4.466  0.50
H: -2.168 -3.239 5.194  0.43
H: -2.236 -5.082 3.511  0.43
H: -1.852 -4.576 1.088  0.45
H: -1.470 -2.246 0.358  0.54
C: 3.697 -1.092 -2.159  -0.42
C: 5.093 -1.027 -2.128  -0.72
C: 5.742 0.163 -1.791  -0.60
C: 4.985 1.296 -1.471  -0.79
C: 3.590 1.233 -1.492  0.18
H: 3.208 -2.024 -2.445  0.32
H: 5.674 -1.917 -2.373  0.43
H: 6.832 0.211 -1.780  0.41
H: 5.477 2.231 -1.203  0.43
H: 3.007 2.125 -1.242  0.20
C: -0.512 1.769 -3.344  -0.59
C: -0.783 2.705 -4.347  -0.78
C: 0.210 3.056 -5.269  -0.53
C: 1.472 2.461 -5.190  -0.73
C: 1.747 1.528 -4.186  -0.09
H: -1.281 1.495 -2.625  0.50
H: -1.771 3.166 -4.397  0.43
H: 0.004 3.797 -6.046  0.42
H: 2.253 2.730 -5.905  0.44
H: 2.743 1.088 -4.117  0.45
C: 0.565 -1.829 -3.922  -0.38
C: 0.398 -3.130 -4.411  -0.77
C: 0.361 -4.215 -3.527  -0.65
C: 0.513 -4.004 -2.152  -0.74
C: 0.715 -2.711 -1.662  -0.25
H: 0.573 -0.984 -4.611  0.40
H: 0.295 -3.290 -5.486  0.44
H: 0.215 -5.226 -3.909  0.41
H: 0.479 -4.837 -1.446  0.45
H: 0.863 -2.556 -0.589  0.45
H: -0.974 0.634 -0.458  0.63
H: -0.666 -0.387 -0.437  -0.51
I: 0.589 3.005 0.191  0.23

Atoms 1-6, force components in eV/Å:
Co -1.0 3.0 -0.4
P -2.8 -0.3 4.6
C 9.2 -3.7 5.6
O -4.0 1.6 -2.5
P 2.8 -1.1 -4.4
C 0.2 0.1 -0.3


DFT (ωB97M-V/def2-TZVPD) results for C37H32ErNP2Se as an isolated structure in a non-equilibrium geometry.

Output
Spin multiplicity: 4
Total energy, eV: -151908.6005
<S²>: 3.753
Kohn-Sham gap (alpha / beta), eV: 6.46 / 6.62
Charge: +2
HOMO (alpha / beta), eV: -13.344 / -13.363

Each line ends with the Mulliken charge.
Positions of all 74 atoms, in Å:
C: 0.838 2.694 -3.247  -0.12
C: 0.070 2.993 -2.103  0.44
C: 0.331 4.170 -1.376  -0.75
C: 1.187 5.141 -1.903  -0.91
C: 1.842 4.887 -3.120  -0.38
C: 1.704 3.655 -3.781  -0.94
P: -0.929 1.682 -1.328  1.48
C: -2.136 2.580 -0.281  0.88
C: -2.029 2.528 1.123  -0.05
C: -2.911 3.316 1.870  -0.90
C: -3.879 4.101 1.228  -0.54
C: -4.004 4.120 -0.173  -0.77
C: -3.123 3.337 -0.926  -0.30
Er: -0.093 -0.231 0.328  0.78
P: 2.309 0.464 -0.600  0.67
C: 2.932 2.093 -0.156  0.78
C: 3.793 2.771 -1.033  -0.93
C: 4.292 4.027 -0.670  -0.63
C: 3.869 4.599 0.540  -0.58
C: 2.931 3.967 1.379  -0.85
C: 2.436 2.713 1.016  -0.14
C: 3.022 -0.710 0.625  1.01
C: 2.506 -2.026 0.670  -0.26
C: 3.065 -2.919 1.592  -0.94
C: 4.066 -2.494 2.471  -0.52
C: 4.526 -1.171 2.463  -0.70
C: 3.989 -0.272 1.541  -0.59
C: 2.787 -0.132 -2.227  0.98
C: 1.822 -0.621 -3.139  -0.49
C: 2.255 -1.125 -4.365  -0.49
C: 3.636 -1.177 -4.635  -0.60
C: 4.600 -0.765 -3.695  -0.76
C: 4.165 -0.254 -2.467  -0.42
C: -1.871 0.928 -2.697  0.89
C: -2.105 1.669 -3.866  -0.19
C: -2.852 1.119 -4.914  -0.86
C: -3.337 -0.192 -4.772  -0.57
C: -3.078 -0.948 -3.618  -0.84
C: -2.332 -0.400 -2.572  -0.56
H: 1.735 -2.369 -0.044  0.45
H: 2.720 -3.957 1.606  0.43
H: 4.507 -3.203 3.169  0.43
H: 5.313 -0.845 3.152  0.44
H: 4.305 0.771 1.518  0.42
H: 4.053 2.317 -1.983  0.53
H: 4.997 4.551 -1.342  0.47
H: 4.270 5.571 0.835  0.42
H: 2.602 4.437 2.322  0.43
H: 1.688 2.220 1.643  0.30
H: 0.755 -0.599 -2.905  0.17
H: 1.510 -1.458 -5.111  0.45
H: 3.965 -1.559 -5.602  0.42
H: 5.681 -0.823 -3.908  0.42
H: 4.868 0.050 -1.694  0.54
H: -1.711 2.678 -3.961  0.46
H: -3.055 1.716 -5.817  0.43
H: -3.933 -0.626 -5.574  0.44
H: -3.478 -1.973 -3.526  0.43
H: -2.135 -0.989 -1.660  0.29
H: -1.249 1.922 1.626  -0.08
H: -2.826 3.328 2.971  0.40
H: -4.552 4.713 1.825  0.41
H: -4.768 4.736 -0.673  0.43
H: -3.183 3.320 -2.012  0.40
H: -0.140 4.314 -0.411  0.44
H: 1.341 6.093 -1.361  0.43
H: 2.494 5.647 -3.550  0.17
H: 2.252 3.451 -4.722  0.42
H: 0.756 1.719 -3.713  0.71
H: 4.032 6.085 -5.240  0.02
H: 3.953 5.569 -5.783  0.01
Se: -2.352 -3.684 3.214  0.01
C: -1.616 -2.519 2.190  0.36
N: -1.115 -1.701 1.463  -0.88

Atoms 1-6, force components in eV/Å:
C -0.1 0.5 0.1
C 1.3 -0.2 0.5
C -0.1 -0.1 -0.5
C 0.1 -0.1 -0.1
C 0.0 -0.1 0.0
C -0.2 0.1 0.1


DFT (ωB97M-V/def2-TZVPD) results for C37H32FI2N3OP2Ti as an isolated structure in a non-equilibrium geometry.

Output
Total energy, eV: -106019.8598
Kohn-Sham gap (alpha / beta), eV: 6.35 / 4.99
HOMO (alpha / beta), eV: -6.031 / -4.765

Each line ends with the Mulliken charge.
Positions of all 79 atoms, in Å:
Ti: 0.617 -0.820 1.175  -0.76
I: 2.821 -4.081 -5.443  0.05
C: 2.031 -3.190 -3.705  -0.61
C: 2.891 -2.815 -2.687  -0.10
C: 2.358 -2.144 -1.605  -0.17
I: 3.489 -1.698 0.154  0.01
C: 1.008 -1.789 -1.538  0.73
O: 0.550 -1.019 -0.585  1.72
C: 0.137 -2.341 -2.495  -0.11
C: -1.341 -2.276 -2.191  -1.60
N: -1.599 -2.616 -0.786  0.08
C: -1.052 -3.874 -0.328  -1.82
C: -0.072 -3.877 0.854  1.04
C: 0.295 -5.166 1.217  -0.90
C: 1.091 -5.429 2.312  -0.72
C: 1.484 -4.327 3.070  -0.96
C: 1.123 -3.070 2.669  -0.73
N: 0.385 -2.777 1.544  0.84
C: 0.658 -3.012 -3.587  -0.54
H: 3.945 -3.052 -2.720  0.49
H: -1.873 -2.935 -2.890  0.44
H: -1.708 -1.256 -2.345  0.29
H: -2.592 -2.572 -0.616  0.42
H: -0.542 -4.376 -1.155  0.46
H: -1.865 -4.544 -0.030  0.62
H: -0.091 -5.988 0.624  0.45
H: 1.375 -6.438 2.575  0.41
H: 2.077 -4.451 3.965  0.45
H: 1.441 -2.225 3.263  0.61
H: -0.011 -3.424 -4.332  0.49
N: -0.505 1.859 -0.140  -0.42
P: 1.155 1.500 0.032  1.43
C: 1.710 3.184 0.485  0.33
C: 1.995 3.441 1.824  -0.24
C: 2.320 4.728 2.230  -0.68
C: 2.364 5.757 1.301  -0.51
C: 2.089 5.503 -0.037  -0.65
C: 1.765 4.219 -0.446  -0.84
C: 1.807 1.369 -1.675  0.18
C: 3.189 1.349 -1.858  -0.49
C: 3.730 1.130 -3.115  -0.75
C: 2.893 0.917 -4.202  -0.57
C: 1.517 0.946 -4.031  -0.63
C: 0.977 1.172 -2.772  -0.13
P: -1.674 0.562 0.000  0.22
C: -3.164 1.651 0.036  0.53
C: -4.284 1.153 -0.628  -0.41
C: -5.478 1.860 -0.641  -0.68
C: -5.562 3.077 0.015  -0.54
C: -4.448 3.589 0.669  -0.77
C: -3.256 2.884 0.681  -0.16
C: -1.403 0.253 1.805  0.25
C: -1.824 -0.982 2.353  0.24
C: -1.852 -1.179 3.732  -0.54
C: -1.510 -0.150 4.588  -0.78
C: -1.148 1.095 4.063  -0.94
C: -1.094 1.298 2.705  -0.53
H: -0.745 2.574 -0.821  0.46
H: 1.953 2.624 2.537  0.41
H: 2.542 4.927 3.271  0.42
H: 2.616 6.761 1.618  0.38
H: 2.129 6.307 -0.762  0.40
H: 1.558 4.017 -1.491  0.40
H: 3.841 1.500 -1.006  0.50
H: 4.805 1.112 -3.242  0.42
H: 3.305 0.725 -5.185  0.41
H: 0.860 0.785 -4.877  0.42
H: -0.100 1.163 -2.639  0.22
H: -4.204 0.203 -1.146  0.25
H: -6.338 1.465 -1.169  0.41
H: -6.492 3.632 0.012  0.37
H: -4.510 4.547 1.172  0.42
H: -2.389 3.294 1.181  0.27
H: -2.172 -1.761 1.688  0.29
H: -2.158 -2.136 4.136  0.47
H: -1.532 -0.307 5.658  0.38
H: -0.909 1.913 4.733  0.43
H: -0.784 2.260 2.321  0.36
F: 1.387 -0.211 2.652  -0.61

Atoms 1-6, force components in eV/Å:
Ti -0.8 0.8 2.2
I -0.1 0.1 0.3
C 0.1 -0.2 -0.4
C 0.1 0.0 0.1
C 0.2 0.3 0.7
I -0.2 -0.2 -0.7